Record 1
Computed, not measured: a cluster of 4 separate species, C4H15NO3 in total in a non-equilibrium geometry, with ωB97M-V/def2-TZVPD.

ORCA input file:
```
! RIJCOSX wB97M-V def2-TZVPD def2/J DEFGRID3
* xyz 0 1
C -1.192 0.052 0.068
C 0.122 0.241 -0.104
C 0.950 -0.565 -1.098
N 0.703 1.441 0.311
C 2.130 1.632 0.420
H -1.780 -0.706 -0.428
H -1.817 0.827 0.520
H 1.822 -1.082 -0.658
H 1.246 0.194 -1.838
H 0.374 -1.337 -1.598
H 0.054 2.049 0.780
H 2.601 1.586 -0.569
H 2.628 0.947 1.122
H 2.253 2.608 0.897
O -0.734 -3.059 -0.489
H -0.581 -2.831 0.467
H -1.111 -3.935 -0.376
O -0.495 -2.272 2.063
H 0.360 -2.569 2.402
H -0.448 -1.318 1.900
O -2.232 3.031 -1.134
H -2.913 2.507 -0.739
H -1.942 2.558 -1.919
*
```

Calculated values
Max |F|   0.024 hartree/bohr
Gap between HOMO and LUMO   8.50 eV
Relative energy (zero: lowest compared OMol25 entry of this formula, charge and spin)   108.83 kJ/mol
SMILES   C=C(C)NC.O.O.O
Lowest unoccupied orbital energy   0.632 eV

Record 2
Computed, not measured: a cluster of 2 separate species, CH5NO2 in total in a non-equilibrium geometry, with ωB97M-V/def2-TZVPD.

ORCA input file:
```
! RIJCOSX wB97M-V def2-TZVPD def2/J DEFGRID3
* xyz 0 1
C 0.554 -0.126 0.241
N 1.625 -0.639 -0.186
O 2.607 0.323 -0.188
H 0.578 0.906 0.599
H -0.335 -0.740 0.279
H 3.382 -0.142 -0.522
O -2.523 -0.040 -0.288
H -2.769 0.891 -0.304
H -3.119 -0.433 0.369
*
```

Calculated values
Max |F|   0.021 hartree/bohr
Gap between HOMO and LUMO   10.56 eV
Relative energy (zero: lowest compared OMol25 entry of this formula, charge and spin)   255.46 kJ/mol
SMILES   C=NO.O
Lowest unoccupied orbital energy   0.735 eV

Record 3
Computed, not measured: a cluster of 13 separate species, C31H47Cl6N8O20 in total in a non-equilibrium geometry, with ωB97M-V/def2-TZVPD.

ORCA input file:
```
! RIJCOSX wB97M-V def2-TZVPD def2/J DEFGRID3
* xyz -1 1
C -2.030 17.377 -25.148
C -3.456 17.904 -25.072
N -3.498 19.339 -25.292
C -2.753 20.264 -24.563
C -2.854 21.445 -25.211
N -3.557 21.207 -26.358
C -3.977 19.951 -26.381
C -3.922 22.201 -27.367
H -1.962 16.359 -24.773
H -1.363 18.010 -24.558
H -1.736 17.506 -26.190
H -3.909 17.636 -24.120
H -4.035 17.457 -25.879
H -2.172 19.948 -23.714
H -2.390 22.412 -25.105
H -4.652 19.502 -27.096
H -3.119 22.920 -27.534
H -4.772 22.743 -26.955
H -4.072 21.750 -28.343
Cl -7.733 17.280 -26.495
O -7.349 15.880 -26.500
O -8.789 17.451 -27.444
O -8.252 17.684 -25.194
O -6.579 18.076 -26.900
Cl -8.188 21.697 -26.229
O -6.829 22.036 -26.608
O -8.974 22.886 -26.078
O -8.813 20.863 -27.230
O -8.123 20.938 -24.998
C 2.105 17.715 -27.469
Cl 2.080 19.017 -26.301
Cl 0.608 16.780 -27.428
Cl 2.286 18.420 -29.101
Cl 3.508 16.695 -27.119
C -0.360 13.939 -23.890
N -0.818 13.742 -22.504
O -1.329 12.678 -22.254
O -0.768 14.695 -21.764
H 0.199 13.076 -24.250
H 0.307 14.788 -23.995
H -1.252 13.990 -24.510
C -0.876 20.258 -29.916
N -1.818 20.914 -28.973
O -2.260 20.253 -28.057
O -2.167 22.040 -29.236
H -1.039 19.185 -29.910
H 0.146 20.534 -29.681
H -1.180 20.645 -30.885
C -5.684 13.543 -25.312
N -4.777 14.260 -24.402
O -5.017 15.351 -23.944
O -3.669 13.739 -24.263
H -5.359 12.518 -25.426
H -5.532 14.050 -26.267
H -6.710 13.695 -24.992
C -0.596 25.459 -28.696
N -0.169 24.545 -27.601
O 0.617 25.012 -26.813
O -0.685 23.458 -27.550
H -0.785 24.872 -29.596
H 0.271 26.049 -28.979
H -1.490 26.001 -28.412
C -3.432 26.537 -24.064
N -2.639 25.426 -24.671
O -2.387 25.473 -25.851
O -2.254 24.546 -23.934
H -3.030 27.462 -24.466
H -3.373 26.470 -22.986
H -4.445 26.412 -24.442
C -3.109 16.895 -21.578
N -2.577 18.275 -21.444
O -2.318 18.864 -22.468
O -2.405 18.718 -20.335
H -4.108 17.038 -21.989
H -3.062 16.314 -20.669
H -2.482 16.473 -22.360
C -2.281 22.989 -21.135
C -2.438 22.033 -20.146
C -2.076 22.354 -18.833
C -1.774 23.664 -18.516
C -1.650 24.632 -19.506
C -1.797 24.269 -20.843
H -2.453 22.646 -22.148
H -2.858 21.089 -20.465
H -2.156 21.602 -18.059
H -1.569 23.951 -17.491
H -1.293 25.634 -19.305
H -1.540 24.931 -21.656
C -2.624 15.420 -28.342
C -3.744 15.537 -27.539
C -4.722 16.491 -27.816
C -4.545 17.347 -28.884
C -3.444 17.230 -29.721
C -2.477 16.257 -29.449
H -1.933 14.614 -28.125
H -3.873 14.853 -26.708
H -5.623 16.520 -27.211
H -5.324 18.071 -29.094
H -3.261 17.873 -30.571
H -1.659 16.120 -30.147
C -5.649 24.146 -29.845
C -6.961 23.880 -29.577
C -7.828 23.355 -30.545
C -7.327 23.135 -31.809
C -5.987 23.461 -32.082
C -5.135 23.997 -31.146
H -5.066 24.582 -29.041
H -7.282 24.119 -28.571
H -8.828 23.093 -30.228
H -7.958 22.792 -32.619
H -5.638 23.244 -33.088
H -4.123 24.271 -31.411
*
```

Calculated values
Max |F|   0.055 hartree/bohr
Gap between HOMO and LUMO   6.69 eV
Lowest unoccupied orbital energy   1.222 eV

Record 4
Computed, not measured: the molecule C10H18S in a non-equilibrium geometry, with ωB97M-V/def2-TZVPD.

ORCA input file:
```
! RIJCOSX wB97M-V def2-TZVPD def2/J DEFGRID3
* xyz 0 1
C -2.623 2.061 0.875
C -1.822 2.053 -0.251
C -0.348 2.242 -0.258
C 0.021 3.496 0.476
S 0.109 2.581 -2.003
C 0.431 1.050 0.357
C 0.218 -0.241 -0.445
C 1.005 -1.377 0.198
C 0.812 -2.753 -0.015
C 1.694 -3.716 0.727
C -0.199 -3.272 -0.992
H -3.731 1.921 0.770
H -2.221 2.149 1.855
H -2.336 1.925 -1.200
H -0.462 4.380 0.068
H 1.118 3.663 0.408
H -0.252 3.441 1.559
H 1.374 2.097 -1.972
H 0.080 0.876 1.390
H 1.461 1.319 0.445
H 0.533 -0.115 -1.505
H -0.882 -0.562 -0.449
H 1.720 -1.081 0.941
H 1.071 -4.095 1.517
H 2.601 -3.241 1.090
H 2.010 -4.535 0.073
H -0.986 -3.861 -0.436
H -0.673 -2.459 -1.534
H 0.276 -3.949 -1.689
*
```

Calculated values
Max |F|   0.084 hartree/bohr
Gap between HOMO and LUMO   9.24 eV
Relative energy (zero: lowest compared OMol25 entry of this formula, charge and spin)   104.33 kJ/mol
SMILES   C=C[C@](C)(S)CCC=C(C)C
Lowest unoccupied orbital energy   0.801 eV